Density functional theory data (the ωB97M-V functional and the def2-TZVPD basis) for 2 unconnected molecules or ions with the total composition C5H6ClIN2 in a non-equilibrium geometry.

XYZ file:
```
15
Properties=species:S:1:pos:R:3:forces:R:3
C -0.35338 -1.16987 1.94382 0.204 0.124 -0.088
C -0.46150 -2.22288 1.01310 0.251 0.346 0.077
C 0.73815 -0.45252 1.53408 -0.446 -0.072 0.334
C 0.09864 1.42546 -1.86292 0.279 -0.012 -0.050
C 2.22806 -0.65156 -0.39418 0.910 0.391 -0.516
N 0.49022 -2.15646 0.10959 -0.186 -0.708 -0.456
N 1.22703 -1.08190 0.42624 -0.557 0.017 0.668
Cl 2.65372 -1.69895 -1.66386 0.110 0.129 -0.041
I 3.76471 0.51616 0.44683 -0.299 -0.218 -0.198
H -0.98181 -0.98070 2.78809 -0.106 0.116 0.203
H -1.18654 -3.01015 0.97888 -0.129 -0.216 -0.064
H 1.17848 0.43967 1.92724 0.155 0.138 0.036
H 1.10731 1.73030 -2.06720 0.152 0.080 -0.040
H -0.37573 1.72404 -0.95404 -0.174 0.096 0.337
H -0.43457 0.83805 -2.57931 -0.164 -0.210 -0.202
```
Positions in Å, forces in eV/Å.

Calculated values
LUMO (alpha / beta) = -0.71 / 0.00 eV
ΔE to the lowest compared entry with this formula, charge and spin = 256.7 kJ/mol
HOMO level (alpha / beta) = -8.799 / -7.600 eV
Orbital gap (alpha / beta) = 8.09 / 7.60 eV
Total charge = 0

Atom charges from the Mulliken analysis, given in e for atoms 1 to 8: number 1, C, carries -0.705; number 2, C, carries -0.246; number 3, C, carries -0.151; number 4, C, carries -0.904; number 5, C, carries 0.225; number 6, N, carries -0.926; number 7, N, carries 0.701; number 8, Cl, carries -0.126